# 1
The following is a DFT calculation (ωB97M-V/def2-TZVPD) of an isolated molecule of C20H34O2.

As for the electronic energy: -932.92627 a.u. As for the energy relative to the best compared isomer or geometry (same formula, charge and spin): 2.2 kcal per mole. Its SMILES is CCCCC/C=C\C/C=C\C/C=C\CCCCCCC(=O)O. The HOMO energy comes out at -8.97 eV. The value obtained for the gap between HOMO and LUMO is 9.93 eV.

Each line ends with the Mulliken charge.
Cartesian coordinates (Å):
C  -6.13  -0.43  1.04  -1.3662
C  -4.89  -0.95  0.31  -0.2035
C  -4.30  0.06  -0.67  -0.9225
C  -3.69  1.28  0.02  -0.1959
H  -4.47  1.86  0.50  0.4193
H  -2.99  0.96  0.79  0.2171
C  -2.95  2.20  -0.97  -1.1736
C  -1.72  1.56  -1.54  -0.3946
C  -0.48  1.70  -1.12  -0.1658
C  0.01  2.52  0.05  -0.6640
C  0.44  1.61  1.16  -0.1248
C  1.64  1.52  1.72  -0.4868
C  2.88  2.30  1.38  -0.9226
C  4.03  1.35  1.18  -0.3620
C  4.33  0.73  0.05  -0.4687
C  3.61  0.87  -1.25  0.0966
H  2.68  1.41  -1.12  -0.2816
C  3.31  -0.48  -1.93  -1.3478
C  2.27  -1.32  -1.18  0.7823
C  2.84  -2.09  0.00  -0.4647
C  1.85  -3.10  0.59  -1.0766
C  0.62  -2.43  1.21  -0.1883
C  -0.45  -2.12  0.20  0.5385
O  -0.64  -2.68  -0.84  -0.6326
O  -1.25  -1.13  0.63  -0.3506
H  -1.93  -0.92  -0.03  0.1709
H  0.89  -1.51  1.73  -0.0930
H  0.16  -3.11  1.94  0.4032
H  2.36  -3.68  1.36  0.4155
H  1.51  -3.78  -0.19  0.3873
H  3.15  -1.39  0.78  0.1524
H  3.73  -2.64  -0.33  0.3614
H  1.46  -0.67  -0.84  -0.7598
H  1.83  -2.04  -1.88  0.5077
H  2.93  -0.27  -2.93  0.3928
H  4.23  -1.05  -2.03  0.4685
H  4.25  1.45  -1.93  0.3805
H  5.19  0.07  0.02  0.3975
H  4.63  1.16  2.06  0.3698
H  2.73  2.92  0.50  0.3466
H  3.11  2.96  2.22  0.4508
H  1.78  0.82  2.53  0.3923
H  -0.35  0.97  1.53  0.4023
H  -0.79  3.16  0.42  0.3841
H  0.83  3.15  -0.28  0.3046
H  0.31  1.16  -1.64  0.2124
H  -1.90  0.92  -2.40  0.3978
H  -2.68  3.12  -0.45  0.3445
H  -3.63  2.46  -1.78  0.4994
H  -5.09  0.40  -1.35  0.4756
H  -3.55  -0.44  -1.28  0.4084
H  -4.13  -1.23  1.05  0.1248
H  -5.16  -1.85  -0.24  0.4028
H  -6.55  -1.21  1.67  0.4035
H  -5.88  0.42  1.68  0.3288
H  -6.88  -0.11  0.33  0.3058

=====

# 2
The following is a DFT calculation (ωB97M-V/def2-TZVPD) of C20H34O3PRe as an isolated structure.

As for the electronic energy: -1427.40143 a.u. Its charge is +1. The HOMO energy (alpha / beta) comes out at -9.25 / -11.62 eV. As for the expectation value of S²: 3.780. The value obtained for the gap between HOMO and LUMO (alpha / beta) is 6.31 / 7.37 eV. As for the spin multiplicity: 4.

Each line ends with the Mulliken spin population.
Cartesian coordinates (Å):
C  -1.37  1.23  -5.05  0.7564
C  -2.00  -0.08  -5.19  0.0094
C  -2.20  2.41  -4.89  0.0149
C  0.04  1.38  -5.38  0.0155
H  -2.56  2.78  -5.88  0.0488
H  -1.66  3.26  -4.43  0.0045
H  -3.11  2.22  -4.29  0.0085
H  -2.31  -0.27  -6.24  0.0514
H  -2.92  -0.18  -4.58  0.0098
H  -1.33  -0.91  -4.91  0.0112
H  0.18  1.52  -6.48  0.0468
H  0.64  0.49  -5.12  0.0109
H  0.50  2.25  -4.90  0.0065
C  -2.11  0.25  1.26  0.0574
C  -2.50  1.37  0.40  -0.0371
C  -2.69  0.82  -0.92  -0.0129
H  -2.79  2.33  0.77  0.0027
C  -2.49  -0.60  -0.89  0.0434
C  -2.11  -0.95  0.43  0.0109
H  -1.98  -1.95  0.78  -0.0077
H  -2.07  0.29  2.33  -0.0111
H  -3.17  1.35  -1.74  -0.0032
H  -2.65  -1.31  -1.69  -0.0014
C  1.86  1.32  -0.26  -0.0120
C  1.05  2.05  0.71  0.0532
C  0.09  2.83  -0.05  -0.0262
H  1.27  2.18  1.76  -0.0058
C  0.30  2.51  -1.45  -0.0199
C  1.40  1.59  -1.56  0.0356
H  1.88  1.23  -2.46  -0.0067
H  2.75  0.78  -0.05  -0.0107
H  -0.49  3.65  0.35  0.0044
H  -0.12  3.06  -2.28  -0.0002
Re  -0.56  0.91  -0.02  1.7392
C  0.30  -0.02  5.46  -0.0117
C  1.41  0.13  4.45  0.0290
O  1.27  -1.02  3.64  0.0575
P  0.59  -0.52  2.24  0.1605
O  -0.65  -1.64  2.48  -0.0019
C  -0.40  -3.09  2.45  0.0046
C  0.43  -3.61  3.59  -0.0023
O  2.11  -0.44  1.56  -0.0102
C  2.52  -1.63  0.86  0.0006
C  4.00  -1.65  0.65  0.0006
H  -0.69  -0.03  4.95  0.0105
H  0.35  0.82  6.16  0.0006
H  0.41  -0.99  5.98  0.0003
H  1.27  1.05  3.86  -0.0269
H  2.42  0.09  4.87  -0.0053
H  -1.40  -3.55  2.48  0.0019
H  0.08  -3.26  1.50  0.0021
H  0.01  -3.34  4.56  0.0000
H  0.42  -4.70  3.50  0.0005
H  1.48  -3.28  3.54  0.0003
H  2.22  -2.48  1.49  -0.0003
H  1.98  -1.63  -0.10  0.0032
H  4.54  -1.70  1.61  -0.0002
H  4.21  -2.55  0.08  -0.0001
H  4.36  -0.77  0.09  0.0000

=====

# 3
The following is a DFT calculation (ωB97M-V/def2-TZVPD) of an isolated ion of composition C20H35B2N2O3S and charge +1.

As for the electronic energy: -1566.03871 a.u. Its charge is +1. Its SMILES is CCB(O)[C@H]1[C@H](CCCNCc2ccccc2O)[NH+]=C(B(C)O)[C@H]1CCCS. The HOMO energy comes out at -11.46 eV. The value obtained for the gap between HOMO and LUMO is 6.80 eV.

Each line ends with the Mulliken charge.
Cartesian coordinates (Å):
C  0.95  -1.64  3.77  -1.0603
C  -0.34  -0.97  4.30  -0.3976
B  -1.37  -0.50  3.20  0.5979
O  -2.62  -0.07  3.62  -0.6202
C  -1.09  -0.44  1.63  -0.3036
C  -2.30  -0.99  0.82  -0.0099
C  -2.06  -2.49  0.46  -0.7138
C  -1.96  -2.77  -1.07  -1.2763
C  -0.55  -2.40  -1.50  -0.2574
N  -0.30  -2.52  -2.93  -0.2711
C  1.12  -2.62  -3.27  -1.2741
C  1.98  -1.49  -2.69  0.1800
C  2.43  -1.44  -1.39  0.0777
C  3.20  -0.42  -0.90  -0.9056
C  3.59  0.60  -1.74  -0.4966
C  3.18  0.56  -3.04  -0.4791
C  2.39  -0.46  -3.52  0.5236
O  2.03  -0.44  -4.86  -0.5849
N  -2.25  -0.10  -0.35  0.1434
C  -1.45  0.90  -0.33  -1.1891
B  -1.17  1.96  -1.51  0.2759
C  -1.60  1.73  -3.00  -0.8753
O  -0.50  3.13  -1.21  -0.3338
C  -0.75  0.95  1.03  0.2642
C  -1.17  2.24  1.79  -0.9629
C  0.04  2.72  2.67  -0.5993
C  0.61  4.09  2.21  -0.8657
S  2.29  3.96  1.51  -0.1576
H  1.65  -1.81  4.58  0.3971
H  0.69  -2.63  3.36  0.2566
H  1.43  -1.04  2.99  0.2020
H  -0.07  -0.13  4.95  0.3938
H  -0.87  -1.72  4.91  0.3387
H  -2.53  0.55  4.35  0.3393
H  -0.18  -1.01  1.42  -0.0781
H  -3.25  -0.98  1.36  0.4870
H  -1.09  -2.79  0.87  0.2710
H  -2.80  -3.15  0.92  0.4723
H  -2.75  -2.27  -1.64  0.2994
H  -2.07  -3.85  -1.19  0.4456
H  -0.30  -1.37  -1.18  0.1392
H  0.19  -3.03  -1.00  0.3921
H  -0.77  -1.81  -3.48  0.2954
H  1.19  -2.53  -4.35  0.5640
H  1.52  -3.59  -2.98  0.2588
H  2.15  -2.24  -0.71  0.3722
H  3.49  -0.43  0.15  0.4826
H  4.22  1.40  -1.37  0.4967
H  3.50  1.34  -3.72  0.4573
H  1.37  0.25  -4.99  0.3361
H  -2.77  -0.22  -1.21  0.4878
H  -0.69  1.91  -3.59  0.2453
H  -2.33  2.48  -3.32  0.3462
H  -1.91  0.70  -3.21  0.3063
H  0.43  2.87  -1.04  0.1730
H  0.30  1.09  0.75  0.6412
H  -2.07  2.10  2.39  0.4594
H  -1.38  3.07  1.11  0.6142
H  0.86  2.00  2.61  0.5365
H  -0.28  2.80  3.71  0.3256
H  0.71  4.73  3.09  0.3918
H  -0.03  4.62  1.50  0.3563
H  2.12  3.62  0.22  0.0689

=====

# 4
The following is a DFT calculation (ωB97M-V/def2-TZVPD) of a 3-piece molecular cluster, C20H35BBrN6O6 overall.

As for the electronic energy: -4161.77665 a.u. Its charge is +1. The HOMO energy comes out at -11.00 eV. The value obtained for the gap between HOMO and LUMO is 6.59 eV.

Each line ends with the Mulliken charge.
Cartesian coordinates (Å):
C  4.32  -2.39  -3.27  -1.3028
C  3.09  -1.85  -4.00  -0.5269
N  1.92  -1.67  -3.12  0.4056
C  0.73  -1.21  -3.82  -0.4477
C  0.13  0.02  -3.08  -1.1412
C  -1.26  -0.22  -2.58  0.7745
N  -2.14  -0.60  -3.47  -1.0406
N  -3.40  -0.81  -3.09  0.7824
B  -4.33  -1.31  -4.23  0.2671
O  -5.12  -0.35  -4.77  -0.5362
N  -4.25  -2.66  -4.68  0.2295
C  -3.21  -2.86  -5.71  -0.8981
C  -4.13  -3.66  -3.61  -0.8883
C  -3.85  -0.64  -1.86  -0.1135
N  -5.20  -0.86  -1.69  -0.4503
C  -2.95  -0.28  -0.83  0.0484
N  -3.37  -0.12  0.51  -0.5415
C  -1.65  -0.07  -1.21  0.6598
Br  -0.40  0.41  0.08  -0.1713
C  1.73  -2.78  -2.22  0.3404
C  0.98  -4.01  -2.70  -0.8660
O  2.20  -2.75  -1.12  -0.5457
H  5.19  -2.26  -3.92  0.4156
H  4.23  -3.45  -3.03  0.3261
H  4.50  -1.83  -2.36  0.3079
H  3.35  -0.87  -4.40  0.4471
H  2.86  -2.49  -4.86  0.3890
H  1.03  -0.89  -4.82  0.4063
H  -0.02  -1.98  -3.95  -0.0721
H  0.80  0.25  -2.26  0.4954
H  0.09  0.88  -3.75  0.3232
H  -6.04  -0.60  -4.86  0.3661
H  -3.35  -3.83  -6.17  0.3863
H  -3.27  -2.08  -6.47  0.3505
H  -2.20  -2.84  -5.28  0.1268
H  -3.44  -3.37  -2.80  0.2641
H  -5.11  -3.85  -3.16  0.2568
H  -3.76  -4.60  -4.02  0.3367
H  -5.78  -0.14  -2.11  0.2589
H  -5.46  -0.97  -0.72  0.2818
H  -3.65  -0.98  0.96  0.2857
H  -4.11  0.57  0.61  0.2901
H  0.70  -4.59  -1.82  0.3915
H  0.07  -3.79  -3.27  0.1333
H  1.64  -4.61  -3.32  0.2343
O  4.13  3.52  4.29  -0.5492
C  3.34  2.72  3.90  0.4695
O  2.20  2.43  4.60  -0.2718
C  1.48  1.37  3.97  -0.6342
C  1.95  1.37  2.52  -0.1790
C  3.39  1.85  2.66  -0.6588
H  1.72  0.43  4.49  0.3205
H  0.41  1.56  4.08  0.3349
H  1.85  0.39  2.04  0.2997
H  1.37  2.10  1.95  0.1599
H  4.09  1.03  2.84  0.2825
H  3.74  2.44  1.81  0.3141
O  -0.40  5.43  9.29  -0.5730
C  0.59  5.06  8.74  0.4883
O  0.65  3.88  8.07  -0.3564
C  1.99  3.64  7.59  0.2506
C  2.64  5.01  7.52  -0.5203
C  1.94  5.75  8.66  -0.4063
H  2.50  2.98  8.31  0.2320
H  1.92  3.15  6.63  -0.2195
H  3.72  4.98  7.60  0.3710
H  2.39  5.49  6.57  0.2579
H  2.45  5.61  9.62  0.2457
H  1.81  6.81  8.49  0.3029